C52H64BrN2O11P2 | the ωB97M-V functional and the def2-TZVPD basis

The geometry in XYZ format:
```
132
Properties=species:S:1:pos:R:3:forces:R:3
C 5.0813 -1.7494 3.8482 -0.4 -0.2 0.0
P 4.8273 -0.7931 2.3092 0.8 -0.1 -0.6
O 5.6959 0.5649 2.5866 -0.5 -0.2 0.0
P 2.7480 -0.1228 2.4708 0.3 0.1 0.0
Br 2.4276 0.7855 4.4251 -0.2 0.0 -0.2
C 2.5011 1.0773 1.1353 -0.3 0.0 0.4
C 1.1732 1.8629 1.1945 0.0 -0.2 -0.3
C 1.2456 3.2364 0.5159 0.0 0.1 0.3
C 2.3391 4.1900 1.0002 -0.3 0.4 -0.1
C 2.0146 4.9703 2.2788 0.2 -0.2 0.1
N 2.0032 4.2228 3.5363 0.0 0.1 -0.2
C 1.7048 -1.5815 2.2956 -0.3 0.2 0.1
C 0.2574 -1.3064 1.8565 -0.1 -0.1 0.2
C -0.5825 -2.5704 2.0475 0.0 0.0 0.0
C -2.0940 -2.4479 1.7723 0.0 -0.1 -0.3
C -2.5133 -1.3548 0.7823 0.3 -0.3 0.0
C -3.9407 -1.5472 0.2633 0.0 0.0 0.1
C -5.1343 -1.0152 1.0713 -0.1 0.1 0.0
C -4.9425 0.2504 1.9081 0.0 0.0 0.0
C -6.2594 1.0292 2.0240 0.4 0.0 0.0
C -6.1437 2.2597 2.9211 0.1 -0.1 0.0
C -5.8782 1.8701 4.3867 0.4 0.1 -0.1
C -4.4947 2.3130 4.8701 -0.1 -0.1 0.2
N -3.9588 1.4485 5.9134 0.1 0.0 -0.1
C -2.6377 1.1068 5.9966 -0.1 -0.1 0.1
C -2.4576 0.2928 7.0917 -0.1 0.2 -0.2
C -3.7296 0.1426 7.6999 0.0 0.2 -0.2
C -4.6301 0.8697 6.9503 0.2 -0.3 0.3
H 5.3137 -2.7706 3.5521 0.0 -0.1 0.1
H 4.2121 -1.7680 4.5048 0.1 0.1 0.2
H 5.9367 -1.3319 4.3749 0.0 0.1 0.0
H 5.2129 1.4069 2.6732 0.2 0.2 0.1
H 2.5794 0.4667 0.2318 0.1 0.0 -0.1
H 3.3643 1.7421 1.1779 0.1 0.0 0.0
H 0.8228 1.9418 2.2230 0.1 0.1 0.1
H 0.4172 1.2774 0.6696 0.0 0.0 0.1
H 1.3249 3.1007 -0.5637 0.1 -0.1 0.0
H 0.2779 3.7182 0.6824 0.0 0.0 -0.1
H 2.4910 4.9444 0.2223 0.0 -0.1 -0.1
H 3.2986 3.6870 1.1109 0.0 0.0 0.0
H 1.0408 5.4495 2.1732 0.0 0.1 0.0
H 2.7576 5.7644 2.3779 -0.1 0.1 0.0
H 1.2153 3.5931 3.5758 0.0 -0.1 0.1
H 2.8535 3.6836 3.6271 0.0 -0.1 0.0
H 2.2142 -2.2234 1.5726 0.1 -0.1 0.0
H 1.6977 -2.0641 3.2754 0.2 -0.1 0.0
H 0.2516 -1.0103 0.8090 0.0 0.1 0.0
H -0.1712 -0.4931 2.4475 0.0 0.1 0.0
H -0.1905 -3.3481 1.3880 0.2 0.0 0.0
H -0.4132 -2.9223 3.0676 -0.1 -0.1 0.0
H -2.6672 -2.3887 2.6971 0.0 0.2 0.1
H -2.3761 -3.3876 1.2937 -0.2 -0.1 0.2
H -1.8540 -1.4420 -0.0891 0.0 0.1 0.0
H -2.3318 -0.3615 1.1991 -0.2 0.1 0.0
H -4.0884 -2.6244 0.1560 0.0 0.0 -0.2
H -4.0061 -1.1410 -0.7458 0.0 0.1 0.0
H -5.9249 -0.8022 0.3523 0.0 -0.1 -0.1
H -5.5418 -1.8037 1.7069 0.1 0.0 0.1
H -4.2054 0.9237 1.4555 0.0 0.0 -0.1
H -4.5521 -0.0143 2.8951 0.0 0.1 0.1
H -6.5157 1.3382 1.0083 -0.3 0.0 0.0
H -7.0450 0.3689 2.3962 -0.1 0.0 -0.1
H -5.3096 2.8549 2.5355 0.0 0.2 0.1
H -7.0305 2.8861 2.8386 -0.1 0.0 0.0
H -6.6428 2.2816 5.0425 -0.1 -0.1 0.1
H -5.8945 0.7834 4.4751 -0.2 0.0 0.1
H -4.5065 3.3430 5.2315 -0.1 0.1 -0.1
H -3.7873 2.2590 4.0433 0.0 0.0 -0.1
H -1.9559 1.4783 5.2501 0.1 0.0 0.0
H -1.5226 -0.1391 7.4041 0.0 0.0 0.1
H -3.9471 -0.4286 8.5855 -0.1 0.0 0.0
H -5.6889 0.9866 7.0995 0.0 0.1 -0.1
C -6.8812 -2.2562 -5.2892 0.1 -0.1 0.1
C -7.1303 -1.8469 -4.0485 0.1 0.0 0.0
C -6.3339 -2.3466 -2.9016 0.0 0.0 0.0
O -6.5536 -1.9701 -1.7679 0.0 0.0 0.0
C -5.2553 -3.3278 -3.1795 0.0 0.0 0.0
C -5.0052 -3.7387 -4.4183 0.0 0.0 0.0
C -5.7954 -3.2293 -5.5700 0.0 0.0 -0.1
O -5.5548 -3.5983 -6.6985 0.0 0.0 0.0
H -7.4484 -1.9118 -6.1416 -0.1 0.0 0.0
H -7.9154 -1.1439 -3.8153 -0.1 0.0 0.0
H -4.6960 -3.6813 -2.3223 0.0 0.0 0.0
H -4.2258 -4.4527 -4.6525 0.0 0.0 0.0
C 5.9648 4.5113 4.3216 0.0 0.0 0.0
C 6.8424 5.4726 4.5962 0.0 0.0 0.0
C 7.6286 6.1279 3.5158 0.0 0.0 0.0
O 8.4269 6.9989 3.7605 0.0 0.0 0.0
C 7.3919 5.6681 2.1197 0.0 0.0 0.0
C 6.5128 4.7061 1.8519 0.0 0.0 0.0
C 5.7429 4.0619 2.9335 0.1 0.2 0.1
O 4.9283 3.1802 2.6820 0.0 -0.2 0.1
H 5.3778 4.0215 5.0884 0.0 0.0 0.0
H 7.0273 5.8238 5.6031 0.0 0.0 0.0
H 7.9724 6.1594 1.3496 0.0 0.0 0.0
H 6.3218 4.3538 0.8460 0.0 0.0 0.0
C 6.9110 -1.3716 -1.1964 0.1 0.1 0.0
C 8.1794 -1.7278 -1.3760 0.0 0.0 0.0
C 8.5232 -3.0009 -2.0603 -0.1 -0.1 -0.1
O 9.6759 -3.3339 -2.2284 0.1 0.1 0.1
C 7.4053 -3.8532 -2.5419 0.0 0.0 0.0
C 6.1382 -3.4907 -2.3594 0.0 0.0 0.0
C 5.7938 -2.2236 -1.6715 0.1 -0.1 0.0
O 4.6397 -1.8883 -1.5010 -0.2 0.1 0.1
H 6.6295 -0.4507 -0.7005 0.0 0.0 0.0
H 9.0120 -1.1236 -1.0387 0.0 0.0 0.0
H 7.6856 -4.7671 -3.0530 0.0 0.0 0.0
H 5.3060 -4.0913 -2.7037 0.0 0.0 0.0
C 9.2627 -4.7786 -7.6799 0.0 0.0 0.0
C 10.1388 -4.0191 -8.3317 0.0 0.0 0.0
C 11.0436 -3.0875 -7.6075 0.0 0.0 0.0
O 11.8344 -2.3907 -8.2028 0.0 0.0 0.0
C 10.9374 -3.0426 -6.1263 0.0 0.0 0.0
C 10.0651 -3.8064 -5.4750 0.0 0.0 0.0
C 9.1567 -4.7270 -6.2010 0.0 0.1 0.0
O 8.3445 -5.4018 -5.6008 0.0 0.0 0.0
H 8.5899 -5.4596 -8.1855 0.0 0.0 0.0
H 10.2361 -4.0353 -9.4097 0.0 0.0 0.0
H 11.6096 -2.3619 -5.6193 0.0 0.0 0.0
H 9.9598 -3.8036 -4.3976 0.1 0.0 0.0
C -10.8361 1.5141 -7.2729 0.0 0.0 0.0
C -10.0233 0.6746 -6.6384 0.0 0.0 0.0
C -10.5521 -0.5074 -5.9149 0.0 0.0 0.0
O -9.8089 -1.2735 -5.3334 -0.1 0.1 -0.1
C -12.0188 -0.7225 -5.9253 0.0 0.0 0.0
C -12.8338 0.1160 -6.5590 0.0 0.0 0.0
C -12.3078 1.3017 -7.2838 0.0 0.0 0.0
O -13.0462 2.0663 -7.8611 0.0 0.0 0.0
H -10.4762 2.3835 -7.8079 0.0 0.0 0.0
H -8.9489 0.8093 -6.6176 0.0 0.0 0.0
H -12.3772 -1.5932 -5.3913 0.0 0.0 0.0
H -13.9075 -0.0186 -6.5808 0.0 0.0 0.0
```
Forces are in eV/Å.

Output
Kohn-Sham gap (eV): 5.52
Calculated total energy (eV): -169074.640
Net charge: +1